(1)
The following is a quantum chemistry calculation of C48H120N8 as an isolated structure at a distorted geometry, from the OMol25 dataset.

```
176
C48H120N8 | the OMol25 dataset | the ωB97M-V functional and the def2-TZVPD basis
C 4.01 -20.05 7.56
C 5.02 -19.59 6.44
N 4.65 -18.34 5.84
C 5.70 -17.89 4.93
C 5.14 -16.72 4.03
C 4.38 -17.32 6.86
C 5.60 -16.81 7.62
H 4.03 -19.65 8.58
H 4.12 -21.13 7.69
H 3.01 -19.82 7.21
H 5.99 -19.33 6.85
H 5.21 -20.38 5.72
H 6.70 -17.68 5.29
H 5.92 -18.70 4.24
H 5.64 -16.69 3.07
H 4.16 -17.12 3.76
H 5.07 -15.79 4.59
H 3.47 -17.40 7.46
H 4.16 -16.48 6.20
H 6.39 -16.34 7.04
H 6.13 -17.55 8.22
H 5.24 -16.10 8.37
C -4.64 -16.94 1.45
C -3.18 -17.55 1.23
N -3.24 -18.98 1.91
C -3.00 -18.81 3.34
C -3.84 -19.85 4.08
C -2.40 -20.05 1.32
C -2.49 -20.20 -0.22
H -4.69 -15.89 1.18
H -5.06 -17.06 2.45
H -5.31 -17.38 0.70
H -2.92 -17.50 0.18
H -2.57 -16.80 1.75
H -1.95 -18.90 3.62
H -3.48 -17.88 3.67
H -4.90 -19.62 4.03
H -3.92 -20.83 3.61
H -3.51 -20.03 5.10
H -2.65 -20.95 1.87
H -1.35 -19.86 1.51
H -3.52 -20.40 -0.54
H -1.76 -20.90 -0.63
H -2.18 -19.26 -0.67
C -1.93 -17.63 7.55
C -1.69 -17.87 6.15
N -0.40 -18.39 5.68
C -0.49 -18.37 4.17
C 0.80 -17.88 3.50
C -0.01 -19.71 6.23
C 1.38 -20.24 5.94
H -1.40 -16.75 7.93
H -1.65 -18.50 8.15
H -2.97 -17.46 7.81
H -2.43 -18.49 5.64
H -1.96 -16.93 5.67
H -0.76 -19.35 3.79
H -1.32 -17.74 3.86
H 1.58 -18.62 3.67
H 0.82 -17.78 2.41
H 1.20 -16.94 3.89
H -0.83 -20.43 6.13
H 0.02 -19.39 7.27
H 2.07 -19.41 6.09
H 1.53 -20.67 4.95
H 1.62 -20.98 6.70
C -0.07 -23.24 10.80
C 0.09 -22.20 9.75
N -0.93 -22.41 8.72
C -1.11 -21.17 7.97
C -2.05 -20.23 8.75
C -0.69 -23.59 7.79
C 0.71 -23.43 7.09
H 0.44 -24.16 10.55
H -1.11 -23.51 10.97
H 0.43 -22.96 11.72
H -0.14 -21.31 10.34
H 1.09 -22.09 9.32
H -1.60 -21.35 7.02
H -0.15 -20.66 8.03
H -2.26 -19.38 8.10
H -1.62 -19.84 9.68
H -2.99 -20.77 8.73
H -0.97 -24.57 8.16
H -1.35 -23.45 6.93
H 0.85 -24.30 6.46
H 0.78 -22.54 6.46
H 1.52 -23.62 7.79
C -2.76 -18.78 9.30
C -3.09 -18.16 10.65
N -4.43 -18.33 11.16
C -5.38 -17.54 10.39
C -6.89 -18.12 10.57
C -4.61 -18.53 12.59
C -4.20 -17.35 13.40
H -1.72 -18.64 9.01
H -3.45 -18.28 8.62
H -3.01 -19.84 9.37
H -2.33 -18.58 11.30
H -2.79 -17.12 10.59
H -5.44 -16.46 10.51
H -5.15 -17.62 9.33
H -7.52 -17.61 9.84
H -7.03 -19.19 10.42
H -7.40 -17.95 11.51
H -3.97 -19.37 12.84
H -5.53 -18.93 13.02
H -4.36 -17.54 14.46
H -4.72 -16.45 13.07
H -3.12 -17.36 13.28
C 6.34 -15.71 1.37
C 5.40 -15.06 2.45
N 4.02 -15.30 1.93
C 3.11 -14.09 2.04
C 2.82 -13.71 3.51
C 3.50 -16.55 2.52
C 2.32 -17.09 1.67
H 6.28 -16.80 1.42
H 7.41 -15.57 1.53
H 6.05 -15.52 0.34
H 5.61 -15.40 3.47
H 5.59 -14.00 2.57
H 3.54 -13.29 1.43
H 2.18 -14.30 1.51
H 2.31 -12.75 3.55
H 2.26 -14.49 4.03
H 3.70 -13.44 4.09
H 3.17 -16.42 3.54
H 4.33 -17.27 2.48
H 1.92 -18.04 2.02
H 2.75 -17.34 0.70
H 1.49 -16.39 1.73
C 2.25 -17.40 8.40
C 2.38 -17.86 9.83
N 1.21 -18.55 10.38
C 0.07 -17.69 10.55
C -0.94 -18.23 11.59
C 0.87 -19.75 9.60
C 2.06 -20.73 9.66
H 2.59 -18.13 7.66
H 2.68 -16.44 8.11
H 1.21 -17.31 8.11
H 3.26 -18.47 10.04
H 2.55 -16.99 10.47
H 0.55 -16.78 10.91
H -0.45 -17.54 9.60
H -0.48 -18.16 12.58
H -1.85 -17.63 11.62
H -1.20 -19.28 11.47
H 0.64 -19.54 8.55
H -0.03 -20.20 10.02
H 2.26 -21.00 10.70
H 2.92 -20.44 9.06
H 1.74 -21.67 9.21
C -1.63 -17.09 -2.26
C -1.42 -17.11 -0.66
N 0.00 -17.18 -0.33
C 0.08 -16.95 1.10
C -0.33 -15.50 1.45
C 0.66 -18.44 -0.69
C 2.20 -18.23 -0.70
H -2.35 -16.39 -2.68
H -2.01 -18.07 -2.56
H -0.66 -16.89 -2.72
H -1.87 -16.17 -0.35
H -1.95 -17.91 -0.14
H 1.05 -17.19 1.52
H -0.48 -17.70 1.66
H -1.40 -15.31 1.54
H -0.03 -14.75 0.72
H 0.13 -15.30 2.41
H 0.50 -19.25 0.01
H 0.32 -18.72 -1.69
H 2.56 -17.92 -1.69
H 2.53 -17.43 -0.03
H 2.75 -19.12 -0.42
```

Frontier orbital gap: 0.256 Eh
Energy: -63586.4334 eV

(2)
The following is a quantum chemistry calculation of a 9-piece molecular cluster, C48H121N7O16 overall at a distorted geometry, from the OMol25 dataset.

```
192
C48H121N7O16 | the OMol25 dataset | the ωB97M-V functional and the def2-TZVPD basis
C 1.84 0.09 -13.66
O 2.09 0.29 -12.29
C 1.23 -0.46 -11.45
C 1.42 0.09 -10.02
N 1.09 -0.97 -9.08
C 1.27 -0.59 -7.68
C 0.26 0.37 -7.02
O 0.90 0.90 -5.88
C -0.02 1.69 -5.15
H 2.71 0.33 -14.27
H 0.94 0.65 -13.94
H 1.63 -0.98 -13.83
H 1.56 -1.50 -11.52
H 0.16 -0.36 -11.69
H 0.77 0.97 -9.93
H 2.42 0.49 -9.87
H 0.11 -1.24 -9.14
H 2.30 -0.36 -7.43
H 1.16 -1.51 -7.10
H -0.64 -0.21 -6.78
H -0.09 1.15 -7.71
H -0.35 2.59 -5.68
H 0.51 1.89 -4.21
H -0.92 1.12 -4.87
C -0.35 -0.62 5.52
O 0.67 -0.09 4.72
C 0.16 0.67 3.63
C 1.34 0.85 2.69
N 1.13 1.71 1.51
C 0.77 3.09 1.88
C 1.74 3.88 2.71
O 2.99 3.96 2.05
C 3.95 4.71 2.74
H -1.10 0.13 5.81
H 0.01 -0.90 6.52
H -0.83 -1.48 5.05
H -0.19 1.66 3.93
H -0.62 0.09 3.13
H 1.62 -0.12 2.26
H 2.24 1.16 3.24
H 1.98 1.67 0.96
H -0.18 3.06 2.41
H 0.60 3.60 0.93
H 1.89 3.45 3.71
H 1.39 4.92 2.80
H 3.70 5.77 2.62
H 4.93 4.62 2.25
H 4.06 4.49 3.80
C 6.32 1.37 2.98
O 5.35 0.66 2.27
C 5.69 -0.65 1.90
C 4.45 -1.38 1.46
N 4.05 -0.94 0.12
C 2.83 -1.62 -0.32
C 2.33 -1.03 -1.63
O 1.33 -1.94 -2.06
C 0.61 -1.53 -3.20
H 6.45 0.91 3.97
H 6.03 2.42 3.05
H 7.30 1.42 2.50
H 6.16 -1.19 2.74
H 6.45 -0.64 1.11
H 3.64 -1.19 2.18
H 4.59 -2.47 1.49
H 3.90 0.06 0.11
H 2.02 -1.64 0.43
H 3.09 -2.68 -0.45
H 3.18 -0.99 -2.31
H 1.86 -0.07 -1.40
H 0.25 -0.50 -3.09
H -0.18 -2.25 -3.41
H 1.28 -1.52 -4.07
C -3.60 8.69 8.79
O -3.95 9.07 7.47
C -4.33 8.02 6.63
C -3.18 7.38 5.87
N -3.61 6.16 5.21
C -2.58 5.53 4.44
C -3.10 4.33 3.65
O -4.04 4.79 2.71
C -4.56 3.77 1.90
H -4.41 8.14 9.29
H -3.42 9.64 9.29
H -2.69 8.09 8.79
H -5.05 8.38 5.88
H -4.94 7.29 7.18
H -2.36 7.15 6.56
H -2.79 8.12 5.15
H -4.40 6.44 4.63
H -1.78 5.11 5.07
H -2.02 6.15 3.73
H -3.45 3.53 4.31
H -2.26 3.86 3.12
H -5.18 3.07 2.48
H -3.81 3.15 1.40
H -5.24 4.19 1.16
C 4.04 -10.07 0.29
O 2.74 -9.56 0.02
C 2.27 -9.98 -1.24
C 0.92 -9.36 -1.55
N 0.97 -7.97 -1.98
C 1.48 -7.02 -0.98
C 1.00 -5.63 -1.39
O -0.30 -5.42 -0.91
C -0.74 -4.08 -0.95
H 4.71 -9.75 -0.51
H 4.03 -11.14 0.47
H 4.37 -9.51 1.18
H 2.14 -11.07 -1.26
H 2.99 -9.72 -2.03
H 0.31 -9.42 -0.64
H 0.43 -9.94 -2.34
H 0.04 -7.69 -2.27
H 2.56 -7.08 -0.90
H 1.05 -7.30 -0.01
H 1.05 -5.57 -2.49
H 1.67 -4.86 -1.00
H -0.94 -3.71 -1.96
H 0.03 -3.46 -0.48
H -1.63 -4.08 -0.33
C 2.82 7.60 4.77
O 2.00 8.01 3.68
C 0.64 8.10 4.04
C -0.21 8.20 2.78
N -0.32 6.91 2.10
C -1.35 6.91 1.07
C -1.29 5.61 0.31
O -0.10 5.56 -0.46
C -0.12 4.56 -1.43
H 2.88 8.37 5.55
H 3.80 7.47 4.32
H 2.44 6.66 5.19
H 0.48 9.02 4.63
H 0.28 7.36 4.76
H 0.26 8.92 2.11
H -1.18 8.60 3.08
H 0.55 6.68 1.63
H -1.30 7.74 0.35
H -2.35 6.98 1.50
H -2.12 5.49 -0.40
H -1.41 4.77 1.01
H 0.80 4.54 -2.01
H -0.90 4.63 -2.20
H -0.29 3.57 -0.99
C -2.04 -7.45 -3.99
O -3.20 -7.00 -3.33
C -3.55 -5.70 -3.76
C -4.70 -5.17 -2.92
N -4.20 -4.55 -1.69
C -5.27 -4.11 -0.80
C -4.69 -3.62 0.52
O -3.73 -4.55 0.99
C -3.13 -4.15 2.20
H -1.26 -6.69 -3.87
H -2.24 -7.60 -5.06
H -1.68 -8.39 -3.58
H -3.84 -5.77 -4.81
H -2.72 -5.01 -3.58
H -5.41 -5.97 -2.66
H -5.19 -4.33 -3.43
H -3.67 -5.23 -1.16
H -5.97 -4.94 -0.68
H -5.79 -3.24 -1.20
H -5.50 -3.45 1.24
H -4.22 -2.63 0.48
H -3.85 -4.24 3.02
H -2.77 -3.12 2.16
H -2.27 -4.80 2.36
C 0.87 -5.20 2.11
C 1.71 -3.93 2.32
C 0.92 -2.73 2.81
O 2.83 -4.21 3.15
H 1.53 -6.01 1.78
H 0.18 -5.07 1.28
H 0.45 -5.54 3.06
H 2.17 -3.66 1.36
H 0.23 -2.37 2.05
H 1.61 -1.94 3.12
H 0.40 -3.02 3.73
H 2.53 -4.22 4.07
C -1.90 1.06 -1.49
C -2.15 0.47 -0.11
C -1.39 -0.86 0.02
O -1.64 1.31 0.91
H -2.16 0.28 -2.22
H -0.86 1.32 -1.70
H -2.58 1.89 -1.72
H -3.21 0.26 0.02
H -0.31 -0.68 -0.04
H -1.72 -1.57 -0.75
H -1.58 -1.30 1.00
H -0.66 1.25 0.92
```

SMILES string: COCCNCCOC.COCCNCCOC.COCCNCCOC.COCCNCCOC.COCCNCCOC.COCCNCCOC.COCCNCCOC.CC(C)O.CC(C)O
Frontier orbital gap: 0.330 Eh
Energy: -94919.2933 eV